A structure of composition C32H39AsNO3PPd, computed with wB97M-V/def2-TZVPD.

Geometry as XYZ:
```
78
Properties=species:S:1:pos:R:3
Pd -1.22 -0.37 -0.10
C 2.60 0.12 -2.38
O 1.42 -0.16 -1.65
C 1.66 -0.59 -0.32
C 2.08 -2.03 -0.24
O 0.96 -2.87 -0.47
C 1.31 -4.23 -0.52
H 3.49 -0.30 -1.91
H 2.74 1.20 -2.46
H 2.51 -0.31 -3.38
H 0.75 -0.43 0.27
H 2.43 0.04 0.14
H 2.52 -2.23 0.75
H 2.86 -2.24 -0.99
H 1.78 -4.55 0.42
H 2.01 -4.43 -1.34
H 0.40 -4.80 -0.68
O 0.23 2.75 -1.26
N 1.17 2.60 -0.24
C 0.78 3.11 0.85
C -0.47 3.81 1.17
C -0.28 5.01 1.86
C -1.35 5.79 2.27
C -2.64 5.35 2.00
C -2.83 4.15 1.33
C -1.77 3.37 0.89
P -2.14 1.76 0.05
C -2.63 2.32 -1.63
C -2.73 1.34 -2.61
C -3.12 1.67 -3.90
C -3.41 2.98 -4.23
C -3.30 3.97 -3.26
C -2.92 3.64 -1.97
C -3.79 1.44 0.80
C -3.82 0.79 2.04
C -5.02 0.45 2.63
C -6.22 0.72 1.98
C -6.20 1.36 0.75
C -5.00 1.73 0.17
H 0.32 1.89 -1.73
H 1.52 3.06 1.65
H 0.73 5.33 2.08
H -1.18 6.71 2.80
H -3.49 5.94 2.31
H -3.84 3.82 1.16
H -2.49 0.31 -2.36
H -3.19 0.89 -4.65
H -3.71 3.24 -5.24
H -3.52 5.00 -3.50
H -2.83 4.43 -1.23
H -2.88 0.54 2.53
H -5.02 -0.04 3.59
H -7.16 0.43 2.43
H -7.13 1.58 0.24
H -5.00 2.22 -0.79
C -4.50 -1.86 -0.63
As -2.62 -2.31 -0.34
C -2.32 -3.40 -1.95
C -2.76 -3.73 1.02
C -4.04 -4.50 1.01
C -4.20 -5.64 0.23
C -5.41 -6.31 0.18
C -6.50 -5.85 0.91
C -6.35 -4.71 1.69
C -5.14 -4.05 1.74
H -5.08 -2.72 -0.95
H -4.51 -1.08 -1.39
H -4.93 -1.45 0.29
H -3.02 -3.08 -2.73
H -2.48 -4.46 -1.76
H -1.30 -3.23 -2.29
H -2.61 -3.24 1.98
H -1.89 -4.38 0.85
H -3.35 -6.02 -0.33
H -5.50 -7.20 -0.43
H -7.44 -6.37 0.87
H -7.19 -4.34 2.27
H -5.04 -3.16 2.35
```

Properties
- HOMO (Ha) = -0.25028
- LUMO energy (eV) = 0.8
- Kohn-Sham gap (eV) = 7.567
- calculated total energy (eV) = -115054.2852
- spin multiplicity = 1
- charge = 0
- energy relative to the best compared isomer or geometry (same formula, charge and spin) (eV) = 0.271

Results of the Mulliken charge analysis, in e, for atoms 1 through 6: Pd -1.388; C -0.934; O -0.234; C -0.279; C -0.316; O -0.063



A cluster of 6 separate species, C32H39BBrFN8O5P in total at a distorted geometry, computed with wB97M-V/def2-TZVPD.

Geometry as XYZ:
```
88
Properties=species:S:1:pos:R:3
C 1.19 -1.63 -3.93
C 0.23 -0.38 -4.01
N 0.92 0.80 -3.42
C 0.43 1.15 -2.09
Br -1.02 2.54 -2.02
O 1.60 1.76 -1.50
B 2.27 0.77 -0.63
C 2.46 1.34 0.92
C 2.66 0.18 2.00
F 1.34 2.15 1.35
P 4.15 0.56 -1.17
N 4.32 0.05 -2.66
O 4.93 -0.58 -0.19
O 4.99 2.03 -1.06
O 1.50 -0.49 -0.72
C 0.21 0.01 -1.01
N -0.94 -0.93 -1.13
C -0.79 -1.84 -0.31
O -0.79 -2.89 0.18
H 1.41 -1.92 -2.87
H 2.15 -1.34 -4.45
H 0.80 -2.51 -4.51
H 0.10 -0.16 -5.11
H -0.80 -0.57 -3.62
H 0.87 1.62 -4.02
H 3.36 2.01 1.01
H 2.50 -0.86 1.62
H 1.98 0.41 2.87
H 3.70 0.22 2.43
H 3.40 -0.07 -3.08
H 5.16 -0.09 0.64
H 5.05 2.33 -1.98
H -0.03 0.58 -0.05
N 2.22 0.03 5.56
C 2.45 -1.18 6.08
C 1.89 -1.64 7.26
C 1.05 -0.78 7.95
C 0.79 0.48 7.44
C 1.40 0.83 6.24
H 3.12 -1.81 5.50
H 2.11 -2.63 7.63
H 0.59 -1.10 8.88
H 0.14 1.17 7.95
H 1.23 1.80 5.79
N -3.60 -2.92 7.90
C -2.35 -2.46 7.73
C -1.41 -3.07 6.92
C -1.77 -4.23 6.25
C -3.06 -4.72 6.41
C -3.93 -4.03 7.24
H -2.12 -1.56 8.28
H -0.42 -2.66 6.83
H -1.06 -4.74 5.61
H -3.38 -5.62 5.90
H -4.95 -4.38 7.39
N -2.11 1.26 -5.52
C -2.73 2.23 -4.84
C -3.94 2.79 -5.24
C -4.54 2.32 -6.40
C -3.91 1.32 -7.12
C -2.70 0.83 -6.64
H -2.23 2.57 -3.94
H -4.41 3.57 -4.65
H -5.48 2.73 -6.74
H -4.34 0.93 -8.03
H -2.17 0.04 -7.17
N -6.59 -0.05 -6.94
C -7.22 -0.50 -8.03
C -8.17 -1.51 -8.02
C -8.50 -2.08 -6.80
C -7.86 -1.64 -5.66
C -6.92 -0.62 -5.78
H -6.92 -0.02 -8.96
H -8.65 -1.83 -8.94
H -9.24 -2.87 -6.75
H -8.09 -2.06 -4.69
H -6.40 -0.24 -4.91
N 5.64 2.01 2.59
C 6.93 1.70 2.42
C 7.97 2.58 2.65
C 7.66 3.86 3.07
C 6.33 4.21 3.25
C 5.37 3.25 3.00
H 7.13 0.68 2.09
H 9.00 2.28 2.50
H 8.45 4.59 3.26
H 6.05 5.20 3.58
H 4.31 3.47 3.13
```

Properties
- HOMO (Ha) = -0.16751
- LUMO energy (eV) = 2.1
- Kohn-Sham gap (eV) = 6.662
- calculated total energy (eV) = -138702.5951
- spin multiplicity = 1
- charge = -1

Results of the Mulliken charge analysis, in e, for atoms 1 through 6: C -1.250; C -0.129; N 0.085; C -0.114; Br -0.263; O -0.486



A structure of composition C32H40AlBrN3O4P at a distorted geometry, computed with wB97M-V/def2-TZVPD.

Geometry as XYZ:
```
82
Properties=species:S:1:pos:R:3
Al -1.66 0.82 -0.89
C -4.71 -1.16 -3.40
C -5.46 -1.80 -2.43
C -5.15 -1.60 -1.09
C -4.10 -0.78 -0.77
N -3.31 -0.21 -1.71
C -3.63 -0.39 -3.00
C -3.85 -0.24 0.60
C -4.41 -0.59 1.81
C -4.12 0.20 2.91
C -3.35 1.36 2.78
C -2.83 1.64 1.54
N -3.04 0.81 0.52
C -2.10 2.85 1.07
C -1.95 3.99 1.83
C -1.34 5.10 1.26
C -0.91 5.03 -0.05
C -1.09 3.86 -0.75
N -1.68 2.78 -0.22
H -4.95 -1.25 -4.45
H -6.29 -2.44 -2.71
H -5.76 -2.05 -0.31
H -3.01 0.11 -3.73
H -5.06 -1.46 1.90
H -4.53 -0.06 3.88
H -3.18 2.00 3.63
H -2.31 4.01 2.85
H -1.21 6.01 1.84
H -0.43 5.88 -0.53
H -0.77 3.78 -1.77
C 4.95 -2.48 2.47
C 3.55 -3.10 2.40
C 3.06 -3.38 3.83
C 3.65 -4.42 1.62
C 2.55 -2.16 1.72
C 1.33 -2.64 1.28
C 0.42 -1.77 0.72
Br -1.23 -2.53 0.11
C 0.64 -0.40 0.57
O -0.28 0.39 -0.01
C 1.87 0.11 1.02
C 2.78 -0.79 1.58
C 2.23 1.62 1.00
C 3.68 1.86 1.42
C 1.32 2.34 1.99
C 2.07 2.23 -0.40
H 5.65 -3.21 2.88
H 4.98 -1.61 3.13
H 5.32 -2.18 1.48
H 3.75 -4.06 4.34
H 2.07 -3.84 3.82
H 3.00 -2.45 4.41
H 4.44 -5.04 2.06
H 3.90 -4.24 0.57
H 2.72 -5.00 1.66
H 1.08 -3.69 1.36
H 3.72 -0.41 1.94
H 3.86 1.58 2.46
H 3.90 2.93 1.33
H 4.39 1.32 0.78
H 1.46 1.95 3.00
H 0.27 2.21 1.72
H 1.55 3.42 2.01
H 2.56 1.61 -1.16
H 2.53 3.22 -0.43
H 1.02 2.32 -0.67
C -1.28 -1.66 -5.22
O -0.43 -0.75 -4.48
P -0.42 -0.65 -2.89
O 1.12 -0.38 -2.63
C 2.02 -1.51 -2.47
O -0.92 1.03 -2.66
C -0.34 2.07 -3.53
H -0.64 -2.29 -5.83
H -1.93 -1.08 -5.87
H -1.87 -2.29 -4.56
H 1.52 -2.34 -1.96
H 2.85 -1.17 -1.87
H 2.37 -1.84 -3.45
H -1.13 2.77 -3.77
H 0.02 1.60 -4.43
H 0.48 2.55 -3.01
```

Properties
- HOMO (Ha) = -0.47108
- LUMO energy (eV) = -6.6
- Kohn-Sham gap (eV) = 6.198
- calculated total energy (eV) = -132415.0424
- spin multiplicity = 1
- charge = +2

Results of the Mulliken charge analysis, in e, for atoms 1 through 6: Al -1.455; C -1.226; C -0.477; C -1.012; C 0.347; N 0.584



A structure of composition C32H40BN4PRuS2Se2, computed with wB97M-V/def2-TZVPD.

Geometry as XYZ:
```
83
Properties=species:S:1:pos:R:3
Ru -0.49 -0.34 0.02
C -2.21 -3.08 1.56
C -0.96 -2.26 1.78
C -1.07 -1.05 2.50
C -2.39 -0.65 3.12
C 0.07 -0.27 2.75
C -0.07 0.97 3.60
C 1.33 -0.70 2.29
C 2.55 0.16 2.43
C 1.45 -1.97 1.70
C 2.82 -2.51 1.41
C 0.31 -2.73 1.40
C 0.48 -4.07 0.73
H -2.95 -2.53 0.98
H -2.67 -3.32 2.52
H -2.01 -4.01 1.04
H -2.43 -1.03 4.14
H -3.23 -1.06 2.57
H -2.50 0.43 3.15
H -0.65 1.74 3.09
H 0.89 1.40 3.87
H -0.60 0.72 4.52
H 3.11 -0.08 3.34
H 2.29 1.22 2.46
H 3.22 0.02 1.58
H 3.14 -2.25 0.39
H 2.85 -3.59 1.50
H 3.56 -2.11 2.10
H 0.62 -4.85 1.48
H 1.35 -4.07 0.08
H -0.37 -4.33 0.11
Se 1.79 -0.30 -1.50
P 0.93 -1.90 -2.70
Se -1.07 -2.18 -1.90
C 0.85 -1.45 -4.44
C 1.83 -1.91 -5.32
C 1.79 -1.50 -6.65
C 0.80 -0.64 -7.09
C -0.17 -0.19 -6.21
C -0.15 -0.59 -4.88
C 1.90 -3.42 -2.60
C 1.28 -4.63 -2.89
C 2.02 -5.81 -2.83
C 3.36 -5.77 -2.49
C 3.98 -4.56 -2.22
C 3.26 -3.38 -2.27
H 2.60 -2.59 -4.99
H 2.54 -1.86 -7.34
H 0.77 -0.33 -8.12
H -0.96 0.47 -6.55
H -0.91 -0.24 -4.19
H 0.23 -4.66 -3.14
H 1.53 -6.75 -3.05
H 3.93 -6.69 -2.45
H 5.03 -4.54 -1.96
H 3.73 -2.43 -2.05
C 2.91 3.51 -0.32
N 1.84 3.34 -1.29
C 1.87 3.72 -2.61
C 0.70 3.32 -3.16
N -0.04 2.70 -2.18
B -1.39 1.93 -2.39
N -2.42 2.49 -1.35
C -2.77 3.82 -1.25
C -3.60 3.96 -0.19
N -3.76 2.70 0.35
C -4.55 2.41 1.54
C -3.03 1.82 -0.37
S -2.98 0.13 -0.06
C 0.67 2.71 -1.05
S 0.22 2.04 0.48
H 3.72 4.05 -0.80
H 3.26 2.53 0.01
H 2.55 4.07 0.54
H 2.71 4.24 -3.04
H 0.32 3.42 -4.16
H -1.76 2.14 -3.51
H -1.21 0.77 -2.14
H -2.40 4.56 -1.94
H -4.10 4.82 0.21
H -4.03 2.76 2.43
H -4.70 1.33 1.60
H -5.51 2.90 1.46
```

Properties
- HOMO (spin up / spin down) (Ha) = -0.34979 / -0.38529
- LUMO energy (spin up / spin down) (eV) = -1.7 / -4.1
- expectation value of S² = 8.769
- Kohn-Sham gap (spin up / spin down) (eV) = 7.783 / 6.354
- calculated total energy (eV) = -204702.7447
- spin multiplicity = 6
- charge = +1
- energy relative to the best compared isomer or geometry (same formula, charge and spin) (eV) = 0.000

Results of the Mulliken charge analysis, in e, for atoms 1 through 6: Ru 1.839; C -2.079; C 0.014; C 1.410; C -2.370; C 0.704